Entry from the OMol25 dataset: a structure of composition C83H168F24N11O20S8 (wB97M-V/def2-TZVPD).

```
314
Properties=species:S:1:pos:R:3:mulliken_charge:R:1
C 4.2171 0.9543 -2.7262 0.949
C 5.0743 1.4822 -1.5821 -1.454
C 4.9721 0.6099 -0.3622 2.389
C 5.9654 1.1205 0.7338 -1.466
N 6.0940 0.2080 1.9661 0.532
C 7.1803 0.6597 2.9081 -0.113
C 7.5231 -0.5671 3.7463 -0.883
C 7.2001 -1.7693 2.8754 -0.723
C 6.5475 -1.1388 1.5864 -0.592
C 4.7731 0.0786 2.7786 -0.126
H 3.1747 0.8389 -2.3389 -0.637
H 4.5081 -0.0320 -3.1415 -0.126
H 4.1887 1.6225 -3.5973 0.230
H 4.6609 2.4625 -1.3517 0.216
H 6.1083 1.5671 -1.9356 0.500
H 5.3968 -0.3369 -0.7264 -0.983
H 4.0105 0.3750 0.0161 -0.331
H 5.6433 2.1333 1.0840 0.320
H 6.9990 1.2392 0.3392 0.535
H 6.7044 1.4520 3.4971 -0.033
H 8.0253 1.0905 2.3492 0.578
H 6.9955 -0.6060 4.6913 0.278
H 8.5626 -0.5636 4.0676 0.452
H 6.5020 -2.4538 3.3898 0.297
H 8.0001 -2.3846 2.4796 0.480
H 5.7808 -1.6791 1.0426 0.130
H 7.2835 -0.9846 0.7790 0.542
H 5.0844 -0.5441 3.6416 0.649
H 4.0465 -0.4527 2.1729 -0.588
H 4.3337 0.9907 3.0948 -0.104
C -0.5234 -7.3515 3.0874 -0.665
C 0.1915 -8.3924 2.2589 -1.015
C 0.5038 -7.9844 0.7832 -0.329
C -0.7882 -7.6827 0.0489 -0.132
N -0.7024 -7.3128 -1.4089 0.639
C 0.1182 -8.1992 -2.2851 -0.478
C 0.7528 -7.3011 -3.3683 -0.863
C 0.1612 -5.9001 -3.0836 -0.042
C -0.1834 -5.9017 -1.6149 0.627
C -2.0931 -7.3695 -1.9471 -0.751
H -0.5917 -7.7003 4.1178 0.441
H -1.5181 -7.0506 2.7205 0.124
H 0.0393 -6.4203 2.9489 0.033
H -0.3409 -9.3512 2.2690 0.388
H 1.1049 -8.6536 2.7997 0.445
H 0.9400 -8.8714 0.3017 0.499
H 1.2151 -7.1555 0.7102 0.246
H -1.4125 -6.9438 0.5505 -0.062
H -1.3372 -8.6679 0.0885 0.318
H -0.4827 -8.9983 -2.6865 0.370
H 0.9079 -8.5370 -1.6602 0.237
H 0.5199 -7.6962 -4.3518 0.406
H 1.8267 -7.3312 -3.1590 0.212
H -0.7691 -5.7098 -3.6283 0.516
H 0.9848 -5.1785 -3.2144 -0.055
H -1.0177 -5.3082 -1.2383 -0.654
H 0.6934 -5.8521 -0.9727 -0.235
H -2.6692 -6.4718 -1.5833 0.090
H -2.5569 -8.2749 -1.5455 0.367
H -2.1017 -7.4861 -3.0563 0.502
C -7.4241 -6.7633 4.2483 -1.522
C -6.3040 -5.7896 4.0912 -0.099
C -6.7605 -4.3403 4.2233 -0.246
C -7.6379 -3.8193 3.0773 -0.953
N -7.5556 -2.3160 2.8897 0.359
C -8.4201 -1.8638 1.7550 -0.707
C -7.8341 -0.5166 1.3081 -0.908
C -6.3617 -0.5570 1.8934 0.945
C -6.1436 -1.8984 2.5374 -0.883
C -8.0587 -1.6123 4.1804 -0.936
H -7.1045 -7.7991 4.0976 0.407
H -8.1928 -6.7274 3.4501 0.336
H -7.9997 -6.7255 5.1746 0.367
H -5.7563 -5.9493 3.1588 0.098
H -5.5795 -5.9464 4.9169 0.347
H -5.8518 -3.7083 4.2441 0.046
H -7.3196 -4.2093 5.1579 0.456
H -8.7124 -4.0526 3.1639 0.556
H -7.3789 -4.2369 2.1107 0.356
H -9.4154 -1.8170 2.1234 0.406
H -8.3947 -2.6516 0.9988 0.362
H -8.4244 0.2997 1.6203 0.489
H -7.7779 -0.4137 0.2353 0.403
H -6.2046 0.2407 2.5999 0.532
H -5.5637 -0.4059 1.1591 -1.016
H -5.4169 -1.9418 3.3511 0.395
H -5.8572 -2.7306 1.8773 0.374
H -8.1554 -0.5327 3.9651 0.435
H -7.3187 -1.7602 4.9900 0.321
H -9.0279 -1.9626 4.5333 0.335
C -2.1310 7.8816 -0.5287 -1.506
C -1.9512 6.9226 -1.6972 0.919
C -3.1231 6.9439 -2.6847 -0.698
N -2.9986 6.0692 -3.9188 -0.013
C -1.9225 6.5752 -4.8713 -1.023
C -4.3363 6.0459 -4.6195 -0.263
C -4.1834 4.9019 -5.5862 -0.756
C -3.1492 3.9308 -4.8966 0.064
C -2.6701 4.6581 -3.6587 1.744
H -1.1898 7.8665 0.0792 0.430
H -2.9955 7.5527 0.0845 -0.026
H -2.2756 8.9413 -0.7948 0.452
H -1.7863 5.9358 -1.2919 -0.619
H -1.0724 7.1994 -2.2441 0.601
H -3.3924 7.9459 -2.9713 0.640
H -4.0223 6.5790 -2.1845 -0.073
H -2.1254 7.5993 -5.2213 0.277
H -1.8823 5.8418 -5.6316 0.562
H -0.9897 6.6886 -4.3110 0.267
H -4.6038 7.0400 -4.9948 0.483
H -4.9792 5.7884 -3.7518 0.186
H -3.8198 5.2251 -6.5640 0.330
H -5.1364 4.3560 -5.6549 0.422
H -2.2930 3.6646 -5.5225 -0.015
H -3.7220 3.0222 -4.6385 -0.031
H -1.6175 4.6077 -3.4658 -0.705
H -3.2151 4.3606 -2.7524 -0.672
C 1.0747 -2.2740 -1.9483 -0.532
C 0.5885 -1.2616 -0.8999 1.422
C -0.0655 -0.0967 -1.6214 0.341
N -0.4233 0.9741 -0.6540 1.107
C 0.8681 1.7463 -0.2989 1.031
C -1.1684 0.4601 0.5747 1.270
C -1.9854 1.6796 1.0440 -0.930
C -1.9630 2.7121 -0.1356 1.534
C -1.4342 1.9507 -1.3174 -0.124
H 0.1641 -2.6706 -2.4109 0.463
H 1.5851 -3.0763 -1.4172 -0.199
H 1.7585 -1.8594 -2.6987 -0.586
H 1.5170 -0.9975 -0.4359 0.056
H -0.0751 -1.6487 -0.1477 -0.322
H -1.0201 -0.4178 -2.1116 -0.697
H 0.4693 0.4066 -2.4423 0.036
H 1.6189 1.1620 0.2287 -0.151
H 0.4513 2.5412 0.3572 -0.739
H 1.2966 2.1856 -1.1829 -0.566
H -0.4992 0.2247 1.4342 -0.639
H -1.7155 -0.4026 0.2605 0.001
H -1.7412 2.1347 1.9900 -0.053
H -3.0097 1.3717 1.1333 0.105
H -1.4004 3.5959 0.1715 -0.333
H -2.9522 3.0596 -0.2874 -0.767
H -0.9426 2.5219 -2.0946 0.026
H -2.1957 1.2928 -1.6660 0.109
C 6.0117 0.5286 -6.5461 -1.389
C 4.5108 0.2488 -6.7980 0.327
C 3.6217 1.4655 -6.9949 -0.393
N 2.1572 1.1955 -7.1770 0.473
C 1.5171 2.5415 -7.5573 -0.911
C 1.5240 0.6325 -5.8921 0.163
C 1.4652 -0.8743 -6.0721 -0.186
C 1.8312 -1.1330 -7.5432 -1.168
C 1.9201 0.2171 -8.2127 -0.871
H 6.3147 0.8970 -5.5771 0.270
H 6.3660 1.2708 -7.2533 0.394
H 6.5805 -0.3938 -6.7797 0.363
H 4.1549 -0.3181 -5.8906 -0.212
H 4.3216 -0.3642 -7.6503 0.475
H 3.9756 1.9675 -7.9223 0.535
H 3.6293 2.0972 -6.0795 -0.104
H 1.8167 3.2784 -6.8272 0.351
H 0.4287 2.4141 -7.5658 0.333
H 1.9249 2.7777 -8.5387 0.495
H 0.5441 1.0494 -5.8123 -0.090
H 2.1411 0.9034 -5.0410 -0.266
H 0.4260 -1.0968 -5.9368 0.303
H 2.0581 -1.4619 -5.3788 -0.051
H 1.0434 -1.6788 -8.0348 0.544
H 2.7593 -1.7131 -7.6972 0.322
H 0.9719 0.5149 -8.6647 0.762
H 2.7415 0.1315 -8.9293 0.468
C 0.4103 -2.4394 9.3433 -1.379
C -0.2389 -1.3912 8.4177 -0.351
C 0.8810 -0.8381 7.5209 -0.719
N 0.7045 0.4168 6.7088 0.667
C 0.8136 1.6134 7.5704 -0.987
C -0.6064 0.5290 6.0045 -1.300
C -0.5202 -0.4731 4.8567 0.823
C 1.0247 -0.5408 4.5646 0.444
C 1.7135 0.4280 5.5786 0.183
H 0.7966 -3.2205 8.7522 0.379
H -0.3673 -2.8653 9.9909 0.400
H 1.2049 -1.9766 9.9725 0.349
H -0.7454 -0.6345 9.0131 0.381
H -1.0315 -1.9063 7.8379 0.228
H 1.1221 -1.6366 6.8136 0.352
H 1.7833 -0.6406 8.1134 0.419
H 1.7779 1.5523 8.0656 0.464
H 0.0026 1.6379 8.3012 0.288
H 0.8754 2.5381 7.0178 0.341
H -0.5994 1.5802 5.6680 0.101
H -1.4210 0.3964 6.7386 0.667
H -1.0318 -0.0886 3.9601 -0.358
H -0.8891 -1.4696 5.1243 0.222
H 1.1962 -0.2347 3.5201 -1.135
H 1.4386 -1.5428 4.7027 0.490
H 1.7398 1.4704 5.2640 -0.517
H 2.6955 0.0813 5.9230 0.449
C 9.9886 -2.0790 -4.7135 -1.392
C 8.6866 -2.9585 -4.5719 -0.367
C 8.4258 -3.5435 -3.2023 -0.659
N 7.0724 -4.0572 -2.9725 0.679
C 7.1174 -4.8672 -1.6693 -1.428
C 6.4757 -5.0086 -3.9970 -0.668
C 4.9993 -4.8937 -3.7626 -0.959
C 4.7822 -3.3979 -3.4140 1.753
C 6.0615 -2.9350 -2.7046 -0.331
H 9.9166 -1.1018 -4.2246 0.339
H 10.3021 -1.9398 -5.7738 0.375
H 10.7490 -2.7197 -4.2586 0.388
H 8.7859 -3.7503 -5.3243 0.387
H 7.8335 -2.3450 -4.8179 0.228
H 8.5478 -2.8759 -2.3617 0.272
H 9.0004 -4.4315 -3.0162 0.605
H 7.6795 -5.7637 -1.8449 0.406
H 6.1266 -5.0276 -1.2961 0.513
H 7.5930 -4.3104 -0.8842 0.400
H 6.8611 -6.0163 -3.8801 0.334
H 6.7728 -4.5324 -4.9367 0.413
H 4.6431 -5.4447 -2.8880 0.205
H 4.3860 -5.1183 -4.6283 0.657
H 3.7871 -3.2612 -2.9448 -1.122
H 4.7158 -2.7713 -4.3353 0.064
H 6.0106 -2.8720 -1.6238 -0.376
H 6.4705 -2.0140 -3.1098 0.250
C -1.0051 7.9228 3.8853 -1.222
C -2.5638 7.9698 3.6238 -0.166
C -3.4589 7.1294 4.4920 -0.912
N -4.4282 6.2428 3.7806 0.937
C -3.6070 5.2490 2.9763 -1.252
C -5.3682 6.9733 2.8347 0.147
C -6.7941 6.7331 3.3882 -0.826
C -6.5985 5.3393 4.0160 -0.326
C -5.2829 5.5409 4.7461 -0.582
H -0.7063 8.4552 4.7896 0.361
H -0.4974 8.3289 3.0464 0.450
H -0.7641 6.8907 4.0696 0.044
H -2.7623 7.8041 2.5724 -0.163
H -2.9448 8.9741 3.7839 0.600
H -4.1002 7.7749 5.1156 0.463
H -2.9385 6.4777 5.1835 0.641
H -2.9673 5.7839 2.2826 0.185
H -4.2958 4.6606 2.3851 0.237
H -2.9873 4.6518 3.6583 0.512
H -5.2376 6.4893 1.8604 -0.475
H -5.0564 8.0069 2.8806 0.519
H -7.5828 6.7961 2.6014 0.393
H -6.9624 7.4556 4.2070 0.362
H -6.4251 4.5709 3.2603 0.018
H -7.4399 4.9983 4.6073 0.523
H -4.8555 4.5503 4.9347 0.140
H -5.3582 6.1469 5.6706 0.471
C -5.7607 2.9070 -0.8181 0.579
F -7.0784 2.6322 -0.8130 -0.239
F -5.1428 2.1527 0.0924 0.044
F -5.2730 2.5766 -2.0451 -0.156
S -5.5375 4.7613 -0.3787 1.021
O -6.1726 4.8562 0.9140 -0.529
O -4.1110 4.9793 -0.3161 -0.708
O -6.0990 5.5742 -1.4170 -0.822
C -2.3651 0.2835 -4.9128 0.036
F -3.5651 0.5352 -4.3324 -0.118
F -1.4899 1.1636 -4.5269 0.461
F -1.8710 -0.9174 -4.4573 -0.112
S -2.5757 0.4074 -6.8124 0.943
O -3.1558 1.7027 -6.9957 -0.574
O -1.1728 0.3574 -7.3493 -0.453
O -3.2943 -0.7819 -7.1817 -0.691
C 2.5706 -3.0040 1.3000 -0.145
F 2.7537 -1.7621 0.7509 0.291
F 2.9171 -2.8860 2.5642 -0.184
F 1.2583 -3.3152 1.3060 0.015
S 3.5704 -4.3868 0.4345 0.648
O 3.0552 -4.5127 -0.9037 -0.385
O 4.9466 -3.9234 0.4088 -0.481
O 3.3456 -5.4856 1.3537 -0.760
C 1.7743 4.7854 -2.4728 0.536
F 0.6533 4.9871 -1.7839 -0.044
F 2.2401 5.9489 -2.8281 -0.263
F 2.6959 4.1060 -1.6737 -0.157
S 1.4006 3.6277 -4.0290 0.858
O 0.1845 4.1059 -4.6666 -0.416
O 2.6054 3.6494 -4.9034 -0.894
O 1.2016 2.3215 -3.4168 -0.937
C 4.7886 2.8167 6.0289 0.734
F 5.0409 1.4652 5.7408 -0.201
F 3.9459 2.8947 7.0070 -0.208
F 5.9481 3.2665 6.4525 -0.206
S 4.4039 3.7015 4.5254 0.810
O 4.2836 5.0303 4.9067 -0.653
O 5.4033 3.3058 3.5525 -0.593
N 2.9666 2.9567 4.2474 -0.390
S 2.3215 3.0545 2.7632 1.486
O 3.0216 3.6492 1.6026 -0.696
O 1.7380 1.7585 2.5716 -0.165
C 0.7533 4.0560 3.0587 -0.158
F 0.8510 5.0598 3.8653 -0.320
F 0.2942 4.4232 1.8888 -0.035
F -0.2024 3.2577 3.6303 -0.293
C -1.8046 -2.7670 2.7183 -0.178
F -1.5217 -3.4536 3.7275 -0.107
F -2.4893 -1.6780 3.0007 -0.003
F -0.7232 -2.3584 2.0596 0.350
S -2.8876 -3.9322 1.6463 0.321
O -1.9564 -4.8344 0.9616 -0.200
O -3.7992 -4.5495 2.6041 -0.638
N -3.7756 -2.9536 0.6569 -0.129
S -3.4705 -3.0626 -0.8552 0.823
O -2.1890 -2.5082 -1.1713 -0.290
O -3.8118 -4.3317 -1.3965 -0.785
C -4.6937 -1.7881 -1.3494 -0.041
F -4.4254 -0.6149 -0.8842 -0.086
F -4.5637 -1.7775 -2.6524 -0.185
F -5.9354 -2.1248 -1.0863 -0.201
```

The calculation puts the maximum force at 4.71 eV/Å. As for the total charge: +3. The total energy is -298015.291 eV. The calculation puts the HOMO-LUMO gap at 7.35 eV.


Entry from the OMol25 dataset: a cluster of 2 separate species, C3H10OS in total (wB97M-V/def2-TZVPD).

```
15
Properties=species:S:1:pos:R:3:nbo_charge:R:1
C -0.6656 -3.3075 -1.0914 -0.742
S -0.3474 -2.0058 0.1267 0.159
C 0.5934 -0.7539 -0.7591 -0.743
H -0.0640 -3.1313 -1.9921 0.218
H -1.7103 -3.2699 -1.3672 0.219
H -0.2822 -4.2407 -0.6790 0.226
H 0.9697 -1.1116 -1.7219 0.215
H 1.4121 -0.4453 -0.1177 0.231
H -0.0010 0.1261 -0.9603 0.217
C -0.3042 3.0045 1.5841 -0.254
O 0.8737 2.5830 0.8924 -0.728
H -0.5445 4.0600 1.4373 0.170
H -0.2413 2.7109 2.6352 0.168
H -1.1503 2.4323 1.2141 0.177
H 1.4618 3.3492 0.7987 0.467
```

The calculation puts the maximum force at 1.06 eV/Å. As for the SMILES: CSC.CO. The calculation puts the energy above the lowest of the compared OMol25 structures with the same formula, charge and spin at 85.6 kJ/mol. The total energy is -16154.979 eV. The calculation puts the HOMO-LUMO gap at 9.10 eV.


- Which formula does entry 2 have?
  C3H10OS